188
Properties=species:S:1:pos:R:3:forces:R:3 method="wB97M-V/def2-TZVPD" homo_lumo_gap_ev=9.79 multiplicity=1 charge=+1
C -21.25776 4.62866 -0.71471 0.6 -0.4 0.7
C -21.53624 5.76236 0.23131 -0.4 0.9 0.9
C -22.05823 6.96274 -0.53151 0.3 1.9 -0.5
N -22.30252 8.32433 0.23361 -2.0 -1.0 2.7
C -23.39250 7.97195 1.30216 0.8 0.7 0.8
C -23.93945 9.22015 2.08092 -0.5 -1.2 -1.5
C -24.61340 10.16804 1.05882 -0.2 0.4 1.7
C -23.54117 10.64923 0.16203 1.3 -0.6 -0.6
C -22.93121 9.44109 -0.61607 1.1 0.7 0.3
C -21.05659 8.74179 1.13490 -1.2 -0.4 -3.0
H -22.18961 4.09109 -0.89009 0.4 -0.1 -0.3
H -20.56771 4.06020 -0.09118 -0.1 -0.8 -0.5
H -20.71625 4.88618 -1.62496 -0.3 0.1 0.0
H -20.69047 5.96345 0.88882 0.5 0.4 -0.7
H -22.18378 5.34785 1.00395 -0.8 0.3 -0.2
H -22.95101 6.77208 -1.12706 -0.4 -0.1 0.5
H -21.36557 7.25184 -1.32191 0.5 -0.1 0.1
H -24.21805 7.44529 0.82340 0.3 -0.1 -0.1
H -22.78684 7.33665 1.94842 -0.7 -0.4 0.3
H -24.67380 8.94474 2.83787 0.0 -0.6 -0.1
H -23.12334 9.65641 2.65691 -0.1 0.5 -0.3
H -25.42718 9.78959 0.44024 0.0 -0.9 0.2
H -25.12588 10.92873 1.64773 0.4 0.5 -0.2
H -23.88976 11.36802 -0.57953 0.1 0.0 -0.1
H -22.73383 11.10814 0.73274 0.0 0.3 0.0
H -23.74140 9.02029 -1.21157 0.4 -0.4 -0.2
H -22.11728 9.84028 -1.22126 -0.3 -0.3 -0.5
H -21.38745 9.57673 1.75256 0.6 -0.2 -0.1
H -20.36665 8.96470 0.32102 0.4 0.8 0.6
H -20.65688 7.86317 1.64121 -0.5 0.2 0.2
O -22.34823 10.57233 -3.46276 0.7 -1.2 0.1
C -23.07020 11.21571 -4.17345 0.1 1.3 0.6
O -23.57148 10.91716 -5.32859 -0.5 0.9 -1.3
C -23.14133 9.76330 -6.01603 -0.2 -0.3 -0.7
C -23.30334 9.94270 -7.52994 -0.1 0.1 0.0
C -23.56317 12.55548 -3.79809 -0.4 0.2 1.4
H -23.89902 9.06371 -5.66307 0.8 -1.0 -0.2
H -22.10882 9.62131 -5.69687 -0.2 -0.9 -0.2
H -24.34549 10.12429 -7.79276 -0.1 -0.1 0.1
H -22.99003 9.04780 -8.06762 0.0 -0.2 0.3
H -22.74444 10.75773 -7.98980 0.2 0.1 0.5
H -24.64803 12.44968 -3.79914 -0.1 0.7 -0.4
H -23.15569 13.34452 -4.43014 -0.4 -0.1 0.0
H -23.29032 12.69790 -2.75244 0.2 0.4 -0.1
O -23.43278 0.53471 2.03125 0.4 2.6 -0.7
C -22.88011 1.63349 1.89115 0.7 -3.5 0.6
O -23.47122 2.79732 1.78055 -0.2 1.0 -0.1
C -24.86872 2.88883 1.67325 -1.5 1.6 -2.1
C -25.15740 4.37460 1.35738 0.6 1.1 1.6
C -21.37604 1.80596 2.10100 -1.2 -0.2 0.6
H -25.44866 2.51630 2.51764 0.4 -0.1 0.0
H -25.20155 2.46655 0.72510 0.1 -1.2 0.3
H -26.19099 4.71478 1.29351 -0.2 -0.8 -0.2
H -24.62808 4.80802 0.50881 0.0 -0.7 -0.4
H -24.77833 4.98577 2.17647 0.2 0.1 0.5
H -20.69075 1.77162 1.25407 -0.5 0.1 -0.2
H -21.21130 0.95212 2.75821 0.7 0.2 0.1
H -21.32507 2.76287 2.62045 0.6 -0.2 0.0
O -19.74434 11.13303 3.09830 0.0 1.8 -0.6
C -19.40547 12.31623 3.05290 0.3 -1.5 2.2
O -20.18948 13.34446 2.71761 0.9 0.1 0.3
C -21.62074 13.25833 2.70578 0.4 -0.8 0.2
C -22.22750 13.83964 3.97646 0.7 1.7 -1.0
C -18.03340 12.80235 3.62035 -1.0 0.0 -2.4
H -21.90473 12.20910 2.62461 0.0 -0.1 -0.3
H -21.84468 13.78444 1.77779 -0.7 0.1 0.3
H -23.30282 13.83386 3.79821 -0.1 -0.4 0.9
H -21.95264 14.89168 4.05235 -0.2 0.5 -0.7
H -21.76427 13.58484 4.92965 -0.7 -1.4 -0.1
H -17.98131 12.76480 4.70845 -0.1 0.0 -0.3
H -17.91617 13.79248 3.17990 0.2 0.3 0.7
H -17.27351 12.20561 3.11579 0.1 -0.3 0.5
O -24.18217 6.69987 6.53841 -0.1 -1.4 -0.9
C -24.93202 5.95795 5.91848 -0.4 1.0 1.7
O -24.73875 4.68157 5.59498 0.7 -1.0 0.3
C -23.43731 4.05168 5.82853 1.3 1.3 -1.3
C -22.47913 4.38057 4.69235 -0.3 0.2 -0.4
C -26.29224 6.48491 5.48150 0.8 -0.6 -0.2
H -23.42861 2.96184 5.84433 -1.3 0.2 0.6
H -22.84576 4.49383 6.63020 -1.1 -0.2 0.9
H -22.85441 4.18945 3.68699 -0.1 -0.3 0.1
H -21.63680 3.72328 4.90805 0.4 0.3 -0.4
H -22.20502 5.43547 4.70561 0.3 0.0 0.2
H -26.01459 6.81725 4.48121 -0.6 0.7 -0.2
H -26.56754 7.27624 6.17871 0.0 0.1 -0.5
H -27.08850 5.75053 5.36007 0.3 -0.1 0.2
O -26.61632 5.25203 -1.27146 -1.2 1.0 0.4
C -27.43140 6.08770 -0.88604 1.6 -0.9 -0.7
O -28.74398 5.97742 -1.01465 0.1 0.7 -0.7
C -29.21816 4.82788 -1.68508 -1.5 -2.6 1.0
C -30.69167 4.91484 -2.04505 -0.2 0.6 -0.6
C -27.04797 7.37355 -0.21741 0.1 0.2 -0.6
H -29.30639 4.08291 -0.89430 0.7 -0.4 0.1
H -28.58403 4.36655 -2.44214 0.2 0.8 -0.1
H -31.20563 5.38908 -1.20896 -0.2 0.4 -0.3
H -31.17818 3.94532 -2.15199 0.5 -0.4 0.2
H -30.89516 5.37067 -3.01402 0.0 0.6 0.2
H -27.08400 7.22065 0.86121 -0.1 0.3 0.0
H -27.70634 8.16441 -0.57686 -0.3 0.0 0.5
H -26.05394 7.68066 -0.54245 0.1 -0.4 0.2
O -22.39682 10.53660 8.26925 -4.0 -1.3 -3.6
C -23.41595 10.20586 7.55402 5.2 1.2 1.6
O -23.35132 10.09462 6.15056 -2.1 0.5 2.0
C -22.18721 10.26965 5.35501 1.5 0.7 2.4
C -21.76239 8.93384 4.89716 -0.3 -1.1 -1.5
C -24.71150 9.86096 8.25131 1.0 -0.6 -0.7
H -21.41095 10.70853 5.98183 0.2 -0.1 0.4
H -22.25423 11.04193 4.58872 -1.0 -0.3 -0.3
H -22.64504 8.42082 4.51526 -0.2 -0.1 -0.2
H -21.36654 8.22381 5.62329 0.2 0.6 0.3
H -21.09516 9.06182 4.04481 0.4 -0.2 0.2
H -25.55912 10.02999 7.58719 -0.2 0.2 0.6
H -24.63657 10.26364 9.26144 -0.6 0.9 -0.5
H -24.65563 8.80777 8.52656 0.0 -0.4 -0.7
C -19.92836 12.66439 -0.97497 0.4 -0.3 -0.2
C -19.43482 13.95275 -1.56131 1.9 1.0 0.2
C -18.61141 13.86658 -2.85960 -1.9 0.7 -0.7
C -17.65521 12.79764 -3.02322 -1.0 1.2 0.5
N -16.88511 11.96381 -3.02076 1.1 -1.3 -0.1
H -20.51303 12.03015 -1.64131 -0.4 0.3 -0.1
H -20.41305 12.83162 -0.01309 -0.1 -0.2 -0.1
H -19.00273 12.11151 -0.81480 -0.1 -0.4 0.4
H -18.68019 14.37150 -0.89551 -0.3 0.0 0.8
H -20.09459 14.79550 -1.76767 -0.6 -0.4 0.3
H -18.18966 14.86342 -2.98817 0.5 -0.3 -0.2
H -19.42526 13.82519 -3.58351 0.5 -0.5 -0.8
C -15.41960 3.40151 4.46819 -0.2 -0.1 -1.8
C -16.51884 4.07962 3.61953 0.6 0.6 1.1
C -17.87160 3.89269 4.27864 0.6 0.2 1.0
C -18.89842 4.22908 3.38486 -7.5 2.0 -6.7
N -19.78411 4.52365 2.58240 5.9 -1.7 5.3
H -14.49181 3.57461 3.92288 0.2 -0.3 0.1
H -15.71256 2.35726 4.35943 0.7 -0.3 0.7
H -15.23433 3.72179 5.49346 -0.6 0.0 -0.1
H -16.57993 3.67971 2.60738 0.4 -0.2 0.1
H -16.32052 5.14895 3.54672 -0.1 0.1 -0.2
H -18.02047 4.61687 5.07958 0.4 -0.2 0.6
H -17.99604 2.88008 4.66235 -0.1 0.0 0.0
C -14.53982 5.10325 -1.02326 0.9 0.1 1.1
C -15.13338 5.74531 0.24981 3.3 0.5 0.5
O -16.46486 5.47535 0.15742 -2.0 -0.4 -0.3
C -16.62624 4.44359 -0.71010 -6.1 -0.8 -0.4
O -17.75824 3.98017 -0.97763 4.0 1.4 1.0
O -15.49809 4.08810 -1.22590 0.4 -0.8 -1.8
H -13.62675 4.51395 -0.93901 0.3 0.7 0.4
H -14.43046 5.85208 -1.80773 -0.4 -0.4 -0.5
H -14.93743 6.81373 0.34024 -0.2 0.0 -0.2
H -14.69467 5.27753 1.13117 -0.1 -0.1 0.2
C -24.17471 3.06092 -3.03903 -3.0 -0.4 2.3
C -24.86214 3.07341 -4.38292 0.7 -2.0 1.4
O -23.94604 3.75933 -5.14690 1.3 1.7 -0.5
C -23.09872 4.47785 -4.30399 2.3 0.1 -3.5
O -22.14744 5.09064 -4.77919 -2.7 -0.9 2.1
O -23.41952 4.20558 -3.04695 1.9 1.8 0.3
H -23.66520 2.16621 -2.68127 0.7 0.0 -0.8
H -24.95699 3.21418 -2.29563 0.0 0.0 0.3
H -25.83302 3.56508 -4.32156 -0.1 -0.4 -0.4
H -24.77463 2.00575 -4.58430 -1.3 0.1 -1.2
C -17.83053 8.98776 -2.62315 -0.9 -1.6 -0.6
C -18.36049 7.79684 -1.80198 -0.5 -0.6 -0.6
O -19.02617 6.94875 -2.82941 1.0 -2.1 4.5
C -18.86420 7.39682 -4.00070 -4.5 1.3 -6.0
O -19.46856 6.96380 -5.03191 3.3 0.9 3.7
O -18.40902 8.65211 -3.94559 1.8 1.7 0.2
H -16.74378 8.96366 -2.70376 -0.1 0.2 -0.1
H -18.17872 9.94312 -2.23051 0.0 -0.1 -0.6
H -19.14275 7.98273 -1.06603 0.1 0.4 -0.2
H -17.57858 7.25570 -1.26916 -0.1 -0.3 -0.4
C -23.71257 16.58727 0.44475 -1.2 1.3 -1.3
C -24.50918 16.38756 -0.81862 0.0 1.2 -1.3
O -24.63806 15.01754 -0.79500 -1.7 -1.0 -4.8
C -24.64045 14.56140 0.38506 0.1 -3.9 1.3
O -24.97000 13.43176 0.67463 0.1 1.0 0.3
O -24.04671 15.42068 1.14710 1.2 0.9 3.6
H -24.20006 17.43029 0.93442 1.2 0.2 0.5
H -22.69416 16.63718 0.05950 0.4 0.1 1.3
H -23.99426 16.63687 -1.74642 0.1 0.2 0.2
H -25.47937 16.88295 -0.85620 -0.2 -0.1 0.2
C -18.16422 2.89817 -4.05404 0.2 0.4 -1.8
C -19.54121 3.35309 -3.64125 1.0 0.6 -1.9
O -19.88140 2.31858 -2.77935 -0.2 -2.7 0.7
C -19.34217 1.14278 -3.38712 0.6 -0.1 -0.4
O -19.67137 0.00513 -3.24288 -0.4 1.3 0.6
O -18.31394 1.48164 -4.25150 -1.5 0.5 1.8
H -17.41097 3.08491 -3.28865 0.0 0.1 -0.1
H -17.92654 3.28602 -5.04458 0.5 0.3 0.2
H -20.26034 3.31777 -4.45961 0.2 0.1 -0.4
H -19.49852 4.40730 -3.36752 -0.3 -0.4 1.2